DFT (ωB97M-V/def2-TZVPD) results for C38H37CsN10O7Se2 as an isolated structure.

Summary:
F_max, eV/Å: 0.49
Kohn-Sham gap, eV: 5.024
ΔE to the lowest compared entry with this formula, charge and spin, kcal per mole: 8.03
Net charge: -2

Element x y z (Å)
Cs 0.29476 -0.87701 0.10915
Se -3.58122 -0.03498 0.95397
Se -2.12462 -2.69762 2.77763
O 5.83819 -6.25069 2.85810
O 2.12640 -1.88229 -4.37614
O 6.71101 -6.40562 0.90177
O -1.04006 -4.29468 -0.14096
O -0.30178 1.84530 1.38788
O -0.58124 -0.07076 3.05871
O 1.67140 -1.02943 -2.34985
N -0.88987 1.30010 -2.16810
N 5.96622 -5.87435 1.70572
N 3.48226 -1.07408 0.20515
N 2.19723 -2.67164 1.96574
N 0.21081 -3.39918 -1.81468
N -0.24434 1.13786 3.41420
N -3.39220 -3.33509 -1.00709
N -0.09704 2.13657 2.57717
N 0.06369 5.64638 -4.69991
N -1.98917 5.95715 -3.88447
C 5.07772 -0.82906 -1.57136
C -0.88861 3.80102 -3.35012
C 0.65875 2.88260 6.56928
C 1.51883 -3.45911 2.76246
C -0.92815 -3.73464 -1.28063
C 5.71114 -1.97915 -1.20333
C 0.09962 0.60065 7.03133
C 5.19190 -2.72995 -0.13151
C 0.21106 7.87765 -5.85475
C 1.99324 -4.70899 3.18930
C 0.04933 2.84621 -3.71949
C 5.78197 -3.95338 0.29399
C -4.94416 -0.09424 -0.43933
C -0.40436 6.88980 -5.08908
C 5.21962 -4.68151 1.28017
C 0.01541 1.60308 -3.09334
C 0.30219 -2.83502 -3.14198
C -2.40930 8.27231 -4.82671
C 1.48225 -1.84179 -3.30773
C -1.77086 2.21847 -1.79621
C -1.78259 9.23989 -5.59142
C 0.49490 1.84945 7.48753
C -1.81163 3.48347 -2.35819
C -3.15153 -4.29239 2.37522
C -1.69666 7.10336 -4.58797
C -3.56171 -1.53453 3.37276
C 3.39112 -3.09219 1.51139
C 0.43069 2.68036 5.21918
C 3.96794 -4.31740 1.89630
C -0.13541 0.37761 5.68226
C 0.02618 1.41858 4.77096
C -4.51281 -1.15544 2.24623
C 3.96360 -0.40853 -0.82264
C 4.04419 -2.25023 0.51585
C -2.28532 -3.43330 -1.97144
C -0.48895 9.04488 -6.09776
C 3.22146 -5.13482 2.76922
C -0.90036 5.12500 -3.99090
H -2.30059 10.16721 -5.80112
H 0.78760 3.07208 -4.47573
H 1.20965 7.72396 -6.24182
H -5.38719 -0.62657 2.63036
H -2.85608 5.72688 -3.43492
H 0.97191 3.86257 6.91110
H -2.44676 1.94700 -0.99256
H -2.52724 4.20472 -1.98189
H 0.44742 -3.61236 -3.90173
H -3.40626 8.42353 -4.43256
H -4.56554 0.51587 -1.25810
H -2.50439 -4.24164 -2.67749
H -4.85676 -2.04074 1.70834
H -2.99255 -0.67434 3.73291
H 3.44671 0.50367 -1.09210
H -5.07809 -1.11580 -0.79355
H -0.03190 9.82773 -6.68968
H 3.60944 -6.09014 3.08498
H -0.58030 -2.25031 -3.46019
H 1.38062 -5.32798 3.83086
H 0.54892 -3.10118 3.08149
H -3.21819 -2.48482 -0.47052
H -5.88804 0.31979 -0.08683
H -0.02694 -0.21539 7.73355
H -4.11406 -1.97325 4.20574
H 0.55810 3.47865 4.50520
H -2.46182 -4.94309 1.84092
H -3.14487 -4.05750 -0.33058
H -3.50664 -4.76433 3.29152
H -2.23698 -2.51370 -2.55503
H 6.58014 -2.34347 -1.73913
H -0.43850 -0.58429 5.29219
H 6.69664 -4.30274 -0.16573
H 0.73758 0.81919 -3.31469
H 5.39875 -0.25559 -2.42912
H 0.67776 2.01780 8.54200
H -3.98266 -4.06609 1.71238

Results of the Mulliken charge analysis, in e, for atoms 1 through 2: number 1, Cs, carries 0.810; number 2, Se, carries 0.234

DFT (ωB97M-V/def2-TZVPD) results for C38H37N4OPRbS2 as an isolated structure.

Summary:
F_max, eV/Å: 0.78
Kohn-Sham gap, eV: 8.894
Net charge: +1

Element x y z (Å)
Rb -0.94970 0.15485 -0.82047
S 2.86651 -2.01028 -4.19096
S 0.62877 -4.49444 1.18931
P 0.59522 0.80696 2.41619
O -0.72002 0.68138 1.69925
N -2.60277 -1.68631 -2.64304
N 1.15290 -1.23903 -2.47367
N -0.09759 -2.55209 -0.28259
N -1.55587 -1.38524 -4.68292
C 1.55666 0.48256 -4.17290
C 0.70175 2.36249 3.31098
C -3.94911 -3.62118 -2.19134
C -3.50074 2.59540 -1.01511
C 2.14235 -0.86129 4.03706
C -3.15652 2.75416 -2.35137
C 1.01301 -3.10299 -0.87141
C -0.41312 -3.19688 0.80764
C 1.86733 2.76114 3.96378
C 0.75983 4.75393 4.71771
C 3.44711 1.85732 -0.29069
C 2.46055 -3.08821 -2.93026
C -0.98277 3.51440 -1.70767
C 2.31350 -1.79051 5.05061
C 1.98958 0.74620 1.27954
C 1.78052 -0.85592 -3.54842
C -2.37417 -2.14848 -3.86929
C 1.56512 -4.15153 -0.19652
C 1.54277 -2.50856 -2.10844
C 1.89654 3.95485 4.66326
C 1.20308 -2.35536 5.66415
C -0.07444 -1.99000 5.26573
C -3.68368 -4.10357 -3.47205
C -0.43233 3.16471 3.36985
C -1.31314 3.33213 -0.37168
C 2.48982 1.91695 0.71138
C 3.91716 0.62639 -0.72760
C 2.45880 -0.48727 0.82491
C -1.89275 3.20943 -2.71914
C -2.57225 2.86343 -0.02001
C -0.24644 -1.05703 4.25460
C -1.61228 -2.84689 1.62383
C 0.86116 -0.49179 3.63085
C -1.52054 3.36004 -4.16791
C 3.42459 -0.54411 -0.16797
C -2.88841 -3.37285 -4.32192
C -0.40223 4.36093 4.07431
C -3.37783 -2.41849 -1.83695
H -4.48878 2.23539 -0.75764
H 3.83560 2.77288 -0.71681
H -1.24193 -0.75785 3.95118
H -2.80723 2.67413 1.01885
H 2.88627 -4.07455 -2.85945
H 2.14036 2.88114 1.06197
H -4.57778 -4.15802 -1.49664
H -0.78733 4.15265 -4.31277
H 4.67316 0.58059 -1.50107
H -4.09900 -5.04676 -3.80243
H -1.55035 -3.25506 2.63124
H 3.78608 -1.50729 -0.50509
H 0.78357 5.68554 5.26756
H 3.01403 -0.43811 3.55240
H 2.80295 4.26384 5.16582
H -1.08449 2.43752 -4.56169
H 2.48291 1.05322 -4.24889
H 2.08085 -1.40990 1.25159
H -3.54831 -2.00957 -0.84491
H -0.57890 3.52979 0.40026
H 2.45141 -4.70874 -0.44679
H 3.31050 -2.07424 5.35892
H -2.51440 -3.23736 1.15068
H -2.39234 3.58859 -4.77966
H -0.93915 -2.42552 5.74903
H -1.33376 2.84075 2.86627
H -3.88528 2.53043 -3.12154
H 2.75882 2.14599 3.92711
H 1.13593 0.39574 -5.17544
H 0.86549 1.04310 -3.54369
H 0.00123 3.88744 -1.97122
H -1.28587 4.98315 4.12057
H -1.49437 -0.42090 -4.39368
H 1.33381 -3.07944 6.45742
H -1.68527 -1.76081 1.69740
H -1.70517 -1.49011 -5.67375
H -2.65923 -3.72706 -5.31774

Results of the Mulliken charge analysis, in e, for atoms 1 through 2: number 1, Rb, carries 1.024; number 2, S, carries -0.276

DFT (ωB97M-V/def2-TZVPD) results for C38H38AsO4S3ScSeSi2 as an isolated structure.

Summary:
F_max, eV/Å: 0.80
Kohn-Sham gap, eV: 5.651
ΔE to the lowest compared entry with this formula, charge and spin, kcal per mole: 9.38
Net charge: -2

Element x y z (Å)
Se 0.99895 2.62218 0.41771
As 0.22964 0.32493 -2.89529
Sc 0.50855 0.01445 0.36629
S 0.54786 -0.81314 2.77614
S 2.95238 -0.46740 1.11768
S 3.20779 -1.61631 3.86502
Si -2.29767 0.23494 0.30245
Si 0.18427 4.66295 0.62633
O 0.16754 -2.69045 -2.49464
O 0.34434 -1.81250 -0.45778
O -0.96733 -7.62834 -1.33038
O -0.67889 -7.86112 0.95055
C 0.17707 -2.78893 -1.26759
C 1.58208 5.88188 0.28996
C -3.21171 1.88521 0.56497
C -0.59485 -6.41310 -0.77982
C 2.65586 1.71407 -2.93797
C -0.43502 4.31272 -4.26414
C 3.01100 -0.60190 -2.31617
C -0.05112 -5.50781 1.38648
C -2.98837 -2.32755 1.39718
C -1.57700 -1.24840 -6.32841
C -3.09373 -0.37718 -1.33940
C 4.35601 -0.32744 -2.10635
C 0.84819 4.83172 -4.13637
C -0.42298 -6.55569 0.58314
C -0.42121 4.96048 2.38258
C -3.83908 -0.51890 2.68766
C 0.14189 -4.27385 0.75869
C -0.68659 2.99049 -3.92099
C -3.12640 -0.94388 1.56389
C -3.53108 -3.23689 2.29159
C 1.88740 4.03012 -3.68791
C -0.40739 -5.21658 -1.41547
C 1.64720 2.69553 -3.37932
C 2.16650 0.41645 -2.73744
C -4.38497 -1.41963 3.59645
C 2.28097 -0.97810 2.63445
C -4.23573 -2.78497 3.40192
C -0.01873 -0.48243 -4.65307
C 4.00214 1.97789 -2.71593
C -0.03618 -4.12985 -0.61138
C -1.32537 -0.68400 -5.08507
C 0.78344 -1.44996 -6.70672
C -1.01074 -8.54746 -0.24990
C -1.21301 5.13284 -0.53967
C 1.03514 -0.87730 -5.46757
C 0.35242 2.18314 -3.48770
C -0.52177 -1.63149 -7.14376
C 4.84463 0.95725 -2.30271
H 1.61322 -1.76004 -7.33113
H -3.38929 -4.30018 2.12949
H -4.29973 1.74787 0.57646
H -0.93534 4.90285 -1.56816
H 0.43620 -3.41140 1.34529
H 4.39027 2.98155 -2.84085
H 2.05582 -0.74684 -5.13008
H 1.23938 6.91773 0.38477
H 2.40756 5.71938 0.98608
H -1.44149 6.20206 -0.47191
H -2.11722 4.57292 -0.29826
H 1.96440 5.73170 -0.72267
H -4.65154 -3.48990 4.11308
H -2.91287 2.38741 1.48905
H 2.61164 -1.59097 -2.13746
H -0.67987 6.01271 2.54366
H 1.03643 5.87125 -4.37742
H -3.96610 0.54411 2.86738
H -2.62984 -1.29584 -1.71018
H 0.34470 4.67147 3.10422
H -4.92267 -1.05146 4.46414
H 0.08705 -5.62404 2.45255
H 2.88234 4.44577 -3.58293
H -0.28137 -9.34568 -0.42143
H -2.59968 -1.40211 -6.65174
H -1.30664 4.35201 2.57991
H -2.96177 0.38513 -2.11630
H -0.53664 -5.08131 -2.48019
H -0.71533 -2.08129 -8.11039
H -4.16824 -0.55412 -1.21798
H -1.24557 4.94716 -4.60235
H -2.96128 2.55413 -0.26137
H -1.69568 2.59912 -3.98959
H -2.42670 -2.70471 0.54837
H 5.88820 1.17152 -2.10599
H -2.15568 -0.42087 -4.43866
H -2.02132 -8.95799 -0.16198
H 5.01358 -1.10912 -1.74884

Results of the Mulliken charge analysis, in e, for atoms 1 through 2: number 1, Se, carries -0.345; number 2, As, carries 0.753

DFT (ωB97M-V/def2-TZVPD) results for C38H38F5N2O5SSeSn as an isolated structure.

Summary:
F_max, eV/Å: 0.26
Kohn-Sham gap, eV: 8.063
ΔE to the lowest compared entry with this formula, charge and spin, kcal per mole: 0.00
Net charge: +1

Element x y z (Å)
Sn 0.17253 -0.75236 0.87333
Se -0.06787 -1.40279 -2.78332
S -0.27778 0.63434 -3.53315
F -1.37835 -3.62864 -1.41231
F -4.31724 -2.42963 -5.80067
F -5.10353 -4.42274 -4.14082
F -3.60379 -5.05023 -1.96521
F -2.07076 -1.06146 -5.30835
O -1.58963 0.11648 0.05230
O 0.76887 1.34314 1.04532
O 3.69624 4.00080 -3.52670
O 1.42421 0.26678 -0.73518
O 3.24542 5.98623 -2.46112
N -2.48122 0.54288 -1.98961
N -1.61819 2.64381 -2.44330
C 3.02321 3.75436 -2.36533
C -3.57924 -1.04609 -0.60297
C -2.09503 -3.32596 -2.50501
C -3.17890 0.09060 3.21465
C -3.23524 -4.05909 -2.76842
C -1.16993 3.90215 -4.53134
C -3.49253 -1.91719 0.47826
C 2.74587 4.96110 -1.72818
C 1.87112 2.60898 -0.65903
C 0.92418 -2.74403 4.06871
C -0.91038 1.11066 3.55852
C 1.60707 3.81211 -0.01560
C -2.71432 3.28328 -1.69473
C -2.32171 3.52365 -0.24512
C -1.51110 2.45838 3.23594
C -3.59389 -2.72401 -4.72648
C 1.34766 1.35770 -0.09230
C -1.85108 -2.61106 3.61879
C 2.49332 -0.28744 4.52008
C -0.68398 3.54224 -3.13617
C 0.43343 1.03232 3.91926
C -1.09599 -1.30528 3.68920
C -3.99464 -3.74625 -3.88280
C -1.67220 -2.29607 -3.33417
C 2.03834 5.02638 -0.55121
C -5.54807 -2.95833 -0.19353
C 2.59662 2.55748 -1.86360
C -4.66247 -1.12835 -1.47570
C -2.48331 -0.07690 -0.84767
C 4.08199 5.37320 -3.45114
C -1.69974 -0.05542 3.48789
C -2.43358 -2.01852 -4.45616
C -5.64800 -2.07760 -1.26406
C 0.28363 -1.38254 3.96727
C 1.27147 2.27700 4.05839
C -1.53925 1.33481 -2.49388
C -4.47046 -2.87807 0.67780
C 1.03543 -0.21732 4.13156
H 0.29726 3.07161 -3.16396
H -1.43885 4.16222 -0.18050
H 2.79178 1.61493 -2.35500
H -3.62362 0.83214 3.87778
H -2.66039 -1.83512 1.16396
H 2.00809 -2.69371 4.04751
H -1.57300 3.09357 4.12251
H -0.58738 4.42998 -2.50963
H -6.31251 -3.70860 -0.04017
H -1.65712 -3.20904 4.51008
H -4.39188 -3.56520 1.51027
H 2.16093 2.21924 3.42861
H -1.52585 -3.21676 2.76603
H 0.63187 -3.25672 4.98853
H -6.49327 -2.13723 -1.93728
H 3.14256 -0.38730 3.64457
H -2.14520 4.38854 -4.49797
H -0.46516 4.58966 -4.99804
H 1.60810 2.40562 5.08921
H -2.09667 2.57804 0.24787
H 1.05937 3.79123 0.91714
H -2.93870 4.21618 -2.21067
H -3.35258 0.42083 2.18766
H -2.50886 2.37667 2.81923
H -1.24896 3.01577 -5.16139
H 0.61446 -3.38458 3.24052
H 2.69621 -1.12958 5.17689
H 3.91779 5.85283 -4.41125
H 2.80645 0.60988 5.04629
H 5.12381 5.44272 -3.12766
H 1.83860 5.97090 -0.06549
H -2.92536 -2.48749 3.53980
H -3.73274 -0.83057 3.35541
H -4.72213 -0.44913 -2.31589
H -3.13648 4.01300 0.28836
H 0.72869 3.17645 3.78645
H -0.89533 2.98029 2.50013
H -3.59026 2.64036 -1.76286

Results of the Mulliken charge analysis, in e, for atoms 1 through 2: number 1, Sn, carries 1.302; number 2, Se, carries 0.134

DFT (ωB97M-V/def2-TZVPD) results for a 6-piece molecular cluster, C38H38FNO3 overall.

Summary:
F_max, eV/Å: 0.76
Kohn-Sham gap, eV: 7.924
SMILES: [H]/N=C/CC1=C([C@@H](C)F)C(=O)OC1=O.c1ccccc1.c1ccccc1.c1ccccc1.c1ccccc1.c1ccccc1

Element x y z (Å)
F 0.61192 -0.11940 4.25295
O -0.87041 2.01915 7.62499
O 3.38453 1.17561 8.50745
O 1.27763 1.92831 8.24628
N 2.34968 -2.45368 4.69257
C 2.92905 -0.97464 1.52207
C -0.31829 -4.37874 -9.58865
C 3.15288 1.21852 -3.34820
C -4.58095 3.05017 5.89975
C -1.45798 0.62858 5.09199
C 1.92852 -1.18628 -1.05933
C -1.75983 -4.54126 -7.67148
C 1.08291 -0.85068 -0.01080
C -5.47381 1.19355 7.13792
C -1.69466 1.95503 -3.70414
C -0.36623 -2.99384 -9.50825
C 1.93965 0.20292 6.84355
C 3.27603 -1.41534 -0.81731
C -0.16575 -0.12620 5.41545
C -6.91884 2.51212 5.74047
C 4.55554 2.75800 -5.18733
C 3.77609 -1.30644 0.47282
C 2.38808 -2.10413 5.90574
C -0.96134 -0.28858 -5.16315
C 0.67137 0.48123 6.51697
C 2.94176 -0.78461 6.35377
C 0.01426 0.57405 -4.68096
C -5.84153 3.31025 5.38033
C -1.81048 -3.15644 -7.59407
C 4.59668 1.37294 -5.26698
C 3.11205 2.60406 -3.27066
C -6.73446 1.45187 6.61683
C -2.30227 -0.03238 -4.91098
C 2.34131 1.12636 7.94344
C -2.66955 1.09056 -4.18279
C -4.39676 1.99374 6.78090
C -1.11172 -2.38225 -8.50997
C 1.58114 -0.74710 1.28212
C 0.20498 1.54039 7.46663
C -1.01247 -5.15227 -8.66859
C 3.89933 0.60449 -4.34481
C -0.35288 1.69544 -3.94991
C 3.81504 3.37347 -4.18755
H 2.60647 0.61897 -2.63451
H 3.78553 4.45368 -4.12367
H 1.05932 0.37184 -4.87442
H -1.98095 2.83219 -3.13792
H -1.14838 -1.30199 -8.44514
H 0.92240 -0.49221 2.09445
H -3.74011 3.67188 5.61910
H 3.58975 -0.99314 7.20991
H 0.40652 2.36626 -3.57270
H -3.71520 1.29203 -3.98823
H -2.39561 -2.67931 -6.81789
H -7.90253 2.71696 5.33801
H -1.63666 0.51524 4.02527
H -2.30251 -5.14395 -6.95470
H 0.26082 -4.85561 -10.36887
H -5.33063 0.36797 7.82363
H -3.41506 1.79767 7.19005
H -2.30886 0.25819 5.65138
H 5.10195 3.35776 -5.90372
H -0.97071 -6.23216 -8.72856
H 1.53348 -1.27006 -2.06491
H 3.93718 -1.67665 -1.63444
H -7.57376 0.82700 6.89416
H 4.82773 -1.48187 0.66118
H 2.05146 -2.77774 6.70121
H -1.29584 1.68616 5.26319
H 0.03271 -0.66864 -0.20307
H 5.17298 0.89258 -6.04730
H 0.17776 -2.39089 -10.22377
H -3.06309 -0.70786 -5.28240
H 3.31400 -0.89854 2.52922
H 1.96208 -3.38872 4.58681
H -5.98520 4.13556 4.69482
H -0.67476 -1.16180 -5.73598
H 3.59435 -0.35860 5.59153
H 2.53184 3.08443 -2.49257
H 3.93665 -0.47672 -4.40365
H -0.39529 -1.15650 5.69542

Results of the Mulliken charge analysis, in e, for atoms 1 through 2: number 1, F, carries -0.222; number 2, O, carries -0.451

Which highest occupied orbital energy belongs to each record? In order, -1.80, -10.71, -1.72, -10.81, -9.09 eV.
Which total energy belongs to each record? In order, -200478.2997, -79628.7993, -243367.3590, -148837.4317, -50371.7950 eV.